The following is a quantum chemistry calculation of a molecular structure, C45H63BBaN6O2S3 in a non-equilibrium geometry, from the Open Molecules 2025 dataset.

```
121
Properties=species:S:1:pos:R:3
Ba 0.770 -0.198 -0.212
C 2.149 1.951 1.342
C 1.294 2.986 0.852
C 0.338 3.239 1.887
C 0.647 2.374 2.965
C 1.775 1.606 2.655
C 2.528 0.689 3.608
C 1.577 -0.330 4.250
C 3.165 1.533 4.722
C 3.652 -0.058 2.881
C -0.944 4.078 1.919
C -1.608 3.929 3.291
C -1.957 3.568 0.874
C -0.702 5.582 1.723
C 1.787 3.827 -0.343
C 2.853 3.059 -1.146
C 2.481 5.096 0.183
C 0.709 4.231 -1.363
H 3.163 1.817 0.974
H 0.080 2.296 3.887
H 0.780 0.176 4.803
H 2.112 -0.990 4.948
H 1.103 -0.948 3.481
H 2.393 2.008 5.333
H 3.780 2.326 4.288
H 3.797 0.918 5.377
H 3.257 -0.675 2.065
H 4.191 -0.706 3.583
H 4.373 0.645 2.453
H -1.888 2.890 3.490
H -2.510 4.550 3.331
H -0.942 4.265 4.091
H -2.205 2.523 1.096
H -1.557 3.590 -0.135
H -2.875 4.181 0.881
H 0.010 5.946 2.469
H -1.641 6.137 1.849
H -0.309 5.827 0.739
H 3.796 2.981 -0.599
H 3.060 3.593 -2.080
H 2.533 2.044 -1.399
H 3.247 4.815 0.912
H 1.781 5.768 0.681
H 2.964 5.646 -0.636
H 0.246 3.346 -1.812
H 1.161 4.819 -2.170
H -0.080 4.837 -0.927
O 2.706 -0.587 -1.317
S 3.244 -1.339 -2.528
C 2.585 -3.016 -2.339
C 2.967 -3.678 -1.010
C 1.965 -4.749 -0.538
C 0.591 -4.242 -0.088
S 0.546 -3.196 1.396
O 1.463 -2.014 1.098
C 1.473 -4.255 2.480
C 2.650 -3.769 3.019
C 3.353 -4.567 3.916
C 2.870 -5.821 4.263
C 1.675 -6.288 3.721
C 0.963 -5.500 2.832
C 4.936 -1.715 -2.101
C 5.437 -1.241 -0.900
C 6.751 -1.540 -0.560
C 7.542 -2.292 -1.419
C 7.027 -2.746 -2.629
C 5.718 -2.455 -2.979
H 2.932 -3.576 -3.211
H 1.508 -2.857 -2.457
H 3.056 -2.916 -0.238
H 3.949 -4.139 -1.110
H 2.428 -5.304 0.278
H 1.785 -5.466 -1.343
H -0.088 -5.068 0.144
H 0.095 -3.622 -0.841
H 3.006 -2.783 2.742
H 4.273 -4.197 4.350
H 3.417 -6.436 4.968
H 1.294 -7.264 3.998
H 0.021 -5.855 2.424
H 4.805 -0.652 -0.246
H 7.154 -1.182 0.378
H 8.565 -2.519 -1.151
H 7.648 -3.324 -3.303
H 5.314 -2.804 -3.926
B -1.233 -1.868 -3.297
N -0.667 -0.472 -3.704
C -0.886 0.166 -4.869
C -0.042 1.257 -4.942
C 0.683 1.203 -3.745
N 0.307 0.162 -2.999
N -2.012 -1.821 -1.945
C -3.316 -2.093 -1.758
C -3.569 -2.165 -0.401
C -2.325 -1.923 0.186
N -1.384 -1.711 -0.744
H -2.001 -2.226 -4.161
H -0.305 -2.654 -3.168
H -1.629 -0.200 -5.562
H 0.037 1.983 -5.736
H 1.459 1.870 -3.392
H -3.973 -2.219 -2.606
H -4.508 -2.361 0.094
H -2.080 -1.888 1.239
C -6.010 4.406 2.269
C -5.752 3.187 3.095
C -6.392 2.886 4.253
C -6.027 1.684 4.906
N -5.110 0.860 4.450
C -4.448 1.156 3.287
S -3.276 0.198 2.587
N -4.822 2.320 2.644
C -6.686 1.316 6.202
H -6.735 5.050 2.760
H -6.395 4.125 1.286
H -5.086 4.965 2.116
H -7.148 3.546 4.656
H -4.298 2.534 1.804
H -7.699 1.713 6.265
H -6.106 1.734 7.029
H -6.697 0.235 6.315
```

Output
M: 964.38 g mol⁻¹
Total charge: 0
Energy above the lowest of the compared OMol25 structures with the same formula, charge and spin: 1.8951 eV